# 1
106
Properties=species:S:1:pos:R:3:lowdin_charge:R:1 method="wB97M-V/def2-TZVPD" lumo_ev=-0.27 e_tot_ha=-10642.8480 homo_ev=-8.597
C 0.2001 -0.7912 -0.4725 -1.477
Br 1.5923 -1.2542 -1.7812 0.666
Br 0.9562 -0.1513 1.2036 0.662
Br -1.0464 -2.2736 -0.2260 0.697
H -0.3604 0.0840 -0.7756 -0.071
O -0.5205 4.5468 -0.3453 -0.269
P -0.7391 4.3407 1.0918 0.537
N 0.7113 4.2454 1.9217 -0.288
C 1.9188 4.0317 1.0958 -0.090
C 0.8906 4.3561 3.3623 -0.089
N -1.6103 2.9167 1.3728 -0.280
C -2.2675 2.2379 0.2748 -0.113
C -1.9236 2.4630 2.7141 -0.104
N -1.5655 5.5490 1.9147 -0.295
C -2.9593 5.4670 2.3058 -0.112
C -0.9216 6.8224 2.1578 -0.123
H 1.9887 4.8892 0.4233 0.077
H 1.9172 3.1134 0.5111 0.055
H 2.8103 4.0824 1.7172 0.075
H 0.4536 5.2713 3.7637 0.064
H 1.9440 4.2778 3.6184 0.081
H 0.4212 3.4966 3.8525 0.052
H -2.1465 1.1509 0.3805 0.072
H -3.3475 2.4148 0.3157 0.089
H -1.7898 2.4489 -0.6784 0.045
H -2.4506 3.1765 3.3548 0.066
H -2.6677 1.6661 2.6471 0.090
H -1.0141 2.1356 3.2191 0.060
H -3.5643 4.8603 1.6292 0.083
H -3.1197 5.0351 3.2973 0.066
H -3.3989 6.4650 2.2995 0.082
H -1.5442 7.6750 1.8765 0.083
H 0.0725 6.8145 1.7168 0.083
H -0.7808 6.9972 3.2369 0.075
C -0.0339 -4.8110 -2.8772 -0.038
O -1.1905 -4.1923 -3.4449 -0.022
C -2.4167 -4.5840 -3.1503 -0.656
O -2.6825 -5.4955 -2.4209 0.134
O -3.2409 -3.7970 -3.8105 -0.010
C -4.6312 -4.0594 -3.6860 -0.037
H -0.0425 -5.8876 -3.0162 0.100
H 0.0578 -4.4822 -1.8458 0.033
H 0.8459 -4.3858 -3.3563 0.089
H -4.8682 -4.8913 -4.3512 0.103
H -5.1493 -3.1691 -4.0453 0.087
H -5.0163 -4.2182 -2.6799 0.100
C 0.6926 2.2968 -2.3343 -0.049
O 1.8623 2.7949 -2.9883 0.017
C 1.6873 3.4502 -4.1160 -0.605
O 0.6656 3.9682 -4.5165 0.114
O 2.8551 3.5215 -4.7621 -0.003
C 2.9002 4.1630 -6.0343 -0.038
H 0.2511 1.4693 -2.8930 0.076
H 0.0428 3.1671 -2.2598 0.063
H 0.9696 1.8353 -1.3882 0.059
H 3.2732 5.1804 -5.9144 0.094
H 1.9330 4.1917 -6.5272 0.091
H 3.6388 3.5871 -6.5873 0.092
C -2.8959 3.5926 -3.1160 -0.023
O -3.1311 2.5932 -4.0931 0.027
C -2.7255 1.3679 -3.8556 -0.606
O -2.1422 1.0099 -2.8601 0.102
O -3.0376 0.6259 -4.9202 0.010
C -2.9455 -0.7919 -4.7772 -0.033
H -1.8301 3.8028 -3.0527 0.081
H -3.2982 3.3627 -2.1296 0.083
H -3.4094 4.4966 -3.4352 0.099
H -1.9527 -1.1096 -4.4515 0.095
H -3.1438 -1.2124 -5.7567 0.100
H -3.6296 -1.1227 -3.9956 0.088
C -0.7341 1.9184 6.2822 -0.027
O -0.4569 0.8055 5.4232 -0.004
C -1.5018 0.1911 4.8997 -0.651
O -2.6733 0.4227 5.0808 0.121
O -1.0516 -0.7358 4.0584 -0.032
C -1.9684 -1.5586 3.3775 -0.066
H -1.1901 2.7211 5.7108 0.087
H 0.1934 2.1021 6.8129 0.098
H -1.4410 1.6327 7.0655 0.098
H -1.5058 -2.0434 2.5225 0.014
H -2.8631 -1.0539 3.0115 0.097
H -2.3087 -2.3461 4.0553 0.105
C 7.4752 -6.0682 1.1940 -0.048
O 6.8738 -4.9910 0.5216 0.015
C 5.5647 -4.8350 0.5117 -0.608
O 4.7468 -5.5977 0.9591 0.135
O 5.2857 -3.7365 -0.1896 0.008
C 3.9457 -3.2606 -0.1650 -0.060
H 8.2461 -6.5078 0.5589 0.094
H 6.7873 -6.9187 1.2628 0.094
H 7.8463 -5.7894 2.1751 0.097
H 3.5221 -3.1409 0.8290 0.082
H 3.3425 -3.9895 -0.7121 0.087
H 3.9652 -2.3392 -0.7365 0.041
C 1.3250 -3.3976 2.5692 -0.068
O 1.6960 -4.7739 2.5261 0.018
C 1.4635 -5.4278 1.3936 -0.598
O 1.2538 -4.9993 0.2932 0.095
O 1.4777 -6.7474 1.7011 0.003
C 1.2259 -7.6108 0.6068 -0.055
H 0.5023 -3.1672 1.8890 0.016
H 2.1089 -2.6588 2.4132 0.055
H 0.9347 -3.2983 3.5857 0.103
H 0.3392 -7.3622 0.0241 0.094
H 1.0715 -8.6197 0.9866 0.092
H 2.1014 -7.6460 -0.0443 0.099

# 2
93
Properties=species:S:1:pos:R:3:lowdin_charge:R:1 method="wB97M-V/def2-TZVPD" s_squared=0.79 relative_energy_kcal_mol=0.00 lumo_ev="-3.50 / -2.98" e_tot_ha=-2888.0196 homo_ev="-11.276 / -10.997" charge=+1 multiplicity=2
Ru -0.0855 0.3671 -0.6673 1.264
C -1.9511 -4.1848 0.6635 -0.158
Si -0.6280 -2.8897 0.4595 0.372
C 0.8441 -3.5856 -0.4424 -0.163
C 0.0028 -2.5431 2.1772 -0.185
C -1.3778 -1.4099 -0.4103 -0.508
Si -1.4929 -1.6697 -2.2774 0.359
C -2.4108 -3.2566 -2.6641 -0.172
C -2.4700 -0.3419 -3.1464 -0.167
C 0.1932 -1.9105 -3.0571 -0.175
Si -2.9633 -0.7661 0.3071 0.440
C -3.1207 -0.7977 2.1701 -0.151
C -4.4862 -1.6290 -0.3178 -0.158
C -3.0464 1.0363 -0.1676 -0.290
C -4.2411 1.7116 -0.3954 -0.040
C -4.2136 3.0569 -0.7251 -0.025
C -2.9892 3.7046 -0.8026 -0.023
C -1.8390 2.9855 -0.5633 -0.121
N -1.8547 1.6814 -0.2519 -0.061
H -1.5039 -5.0975 1.0749 0.049
H -2.4388 -4.4440 -0.2783 0.020
H -2.7267 -3.8526 1.3638 0.033
H 1.3823 -4.2671 0.2256 0.049
H 1.5388 -2.7993 -0.7519 -0.005
H 0.5672 -4.1459 -1.3394 0.038
H 0.2702 -3.5081 2.6239 0.060
H -0.7429 -2.0901 2.8337 0.009
H 0.9118 -1.9273 2.1833 0.026
H -3.3993 -3.3052 -2.1986 0.022
H -1.8420 -4.1431 -2.3601 0.030
H -2.5521 -3.3095 -3.7522 0.051
H -3.5422 -0.5108 -3.0011 0.033
H -2.2605 -0.4188 -4.2194 0.047
H -2.2432 0.6834 -2.8520 0.008
H 0.3230 -2.9737 -3.2799 0.043
H 1.0385 -1.5853 -2.4563 -0.015
H 0.2483 -1.3518 -3.9953 0.046
H -2.9961 -1.8093 2.5726 0.037
H -4.1369 -0.4721 2.4200 0.051
H -2.4315 -0.1369 2.7020 0.008
H -4.3574 -2.7143 -0.2580 0.033
H -4.7195 -1.3769 -1.3552 0.034
H -5.3488 -1.3678 0.3055 0.046
H -5.1821 1.1768 -0.3255 0.113
H -5.1321 3.5961 -0.9207 0.120
H -2.9208 4.7542 -1.0536 0.118
H -0.8713 3.4610 -0.6161 0.100
C 0.6886 -0.1846 4.5236 -0.041
C 0.8330 1.1645 3.8198 -0.617
C -0.3607 2.0528 4.1530 -0.037
C 2.1269 1.8364 4.2615 -0.040
N 0.9581 1.0568 2.3436 -0.055
N -0.1851 0.5960 1.6403 -0.004
H 0.6811 -0.0462 5.6077 0.096
H 1.5257 -0.8441 4.2779 0.087
H -0.2410 -0.6861 4.2525 0.059
H -0.3444 2.3131 5.2122 0.096
H -1.3133 1.5504 3.9594 0.069
H -0.3245 2.9809 3.5741 0.092
H 2.1346 1.9648 5.3451 0.093
H 2.2325 2.8160 3.7912 0.085
H 2.9944 1.2253 3.9908 0.086
H 1.7319 0.4694 2.0628 0.087
H -0.9453 1.2487 1.7709 0.072
H -0.4930 -0.3228 1.9469 0.018
Cl -0.5981 2.3954 -5.3908 0.595
C 0.9166 2.1599 -4.4845 -0.482
C 0.6895 1.5438 -3.1211 -0.722
O 1.5025 0.7040 -2.6983 -0.056
O -0.3091 1.9078 -2.4158 -0.157
H 1.3766 3.1380 -4.3633 0.079
H 1.5654 1.5190 -5.0673 0.080
C 3.9012 2.7439 -1.4880 -0.023
N 3.0292 2.0829 -0.5085 -0.115
C 1.8761 2.8798 -0.1016 -0.037
C 2.9988 0.7424 -0.4192 -0.425
N 1.9078 0.0659 -0.0953 0.011
N 4.1771 0.0878 -0.6397 -0.146
C 4.1547 -1.3329 -0.9616 -0.038
C 5.4125 0.5460 -0.0034 -0.033
H 3.2874 3.1884 -2.2733 0.091
H 4.5721 2.0313 -1.9498 0.090
H 4.4835 3.5325 -1.0132 0.098
H 2.0903 3.9215 -0.3295 0.103
H 1.6816 2.7696 0.9631 0.072
H 0.9781 2.6084 -0.6510 0.028
H 2.1165 -0.9184 -0.0149 0.037
H 4.1412 -1.9670 -0.0659 0.100
H 5.0526 -1.5748 -1.5276 0.102
H 3.2954 -1.5626 -1.5890 0.079
H 5.2956 1.5564 0.3736 0.087
H 6.2403 0.5252 -0.7126 0.098
H 5.6638 -0.1084 0.8351 0.096